1.
Computed, not measured: a structure of composition C28H38N4P2Ru, with the ωB97M-V functional and the def2-TZVPD basis.

Structure (XYZ):
```
73
C28H38N4P2Ru (the ωB97M-V functional and the def2-TZVPD basis)
Ru 0.250 -1.265 0.232
C -2.378 -1.078 -2.425
C -2.157 0.196 -2.060
C -3.102 1.030 -1.272
C -3.581 0.290 0.059
C -2.481 -0.530 0.639
C -1.982 -1.744 0.263
C -2.742 -2.710 -0.596
C -3.358 -2.024 -1.831
C 1.848 -1.249 1.877
H -1.906 -1.493 -3.312
H -1.451 0.806 -2.610
H -4.037 1.282 -1.809
H -2.640 2.008 -1.042
H -3.976 1.066 0.752
H -4.455 -0.315 -0.205
H -2.172 -0.071 1.564
H -1.179 -2.296 0.789
H -3.576 -3.204 -0.075
H -2.032 -3.480 -0.935
H -3.645 -2.796 -2.575
H -4.280 -1.481 -1.571
H 2.385 -2.145 1.516
H 1.707 -1.412 2.962
H 2.568 -0.436 1.814
P 0.214 0.635 1.590
P 1.100 0.297 -1.268
N -0.623 -0.227 2.994
N 1.290 1.625 2.855
N 0.749 -0.704 -2.842
N 2.586 1.322 -1.980
C -0.542 1.996 0.580
C 0.142 1.936 -0.835
C -0.559 -1.619 2.974
C -1.384 -2.154 3.935
C -2.034 -1.056 4.579
C -1.531 0.122 3.996
C 1.732 1.072 4.072
C 1.959 2.083 5.005
C 1.724 3.327 4.332
C 1.351 3.002 3.029
C 0.517 -2.034 -2.506
C 0.113 -2.750 -3.639
C 0.173 -1.836 -4.738
C 0.486 -0.579 -4.194
C 2.504 1.915 -3.225
C 3.697 2.571 -3.502
C 4.549 2.374 -2.377
C 3.840 1.598 -1.449
H -0.398 2.963 1.096
H -1.639 1.857 0.496
H -0.572 2.060 -1.649
H 0.830 2.787 -0.929
H 0.000 -2.193 2.218
H -1.364 -3.229 4.127
H -2.759 -1.183 5.390
H -1.697 1.172 4.217
H 1.894 0.004 4.137
H 2.208 1.933 6.059
H 1.778 4.315 4.780
H 1.129 3.659 2.215
H 0.691 -2.420 -1.481
H -0.177 -3.805 -3.622
H 0.080 -2.062 -5.796
H 0.564 0.392 -4.646
H 1.607 1.810 -3.824
H 3.868 3.111 -4.415
H 5.549 2.759 -2.261
H 4.117 1.189 -0.477
C 2.425 -1.048 -0.829
H 3.190 -0.497 -0.285
H 2.807 -1.432 -1.815
H 2.190 -2.005 -0.240
```

* frontier orbital gap (spin up / spin down): 6.015 / 3.056 eV
* E_HOMO (spin up / spin down): -0.4773 / -0.4786 Eh
* relative energy (zero: lowest compared OMol25 entry of this formula, charge and spin): 6.543 eV
* charge: +2
* 2S+1: 5
* LUMO level (spin up / spin down): -7.0 / -10.0 eV

---

2.
Computed, not measured: a structure of composition C39H41BrF5N7O5PRbS2Se, with the ωB97M-V functional and the def2-TZVPD basis.

Structure (XYZ):
```
103
C39H41BrF5N7O5PRbS2Se (the ωB97M-V functional and the def2-TZVPD basis)
Rb -0.687 1.289 -0.044
S 0.061 4.333 -0.698
C -1.365 5.333 -0.562
C -1.337 6.584 -1.197
C -2.389 7.489 -1.162
C -2.269 8.747 -1.835
N -2.158 9.754 -2.384
C -3.552 7.142 -0.453
C -3.604 5.909 0.181
C -2.554 4.975 0.159
S -2.795 3.480 1.019
C -4.672 8.031 -0.369
N -5.583 8.732 -0.293
H -0.439 6.847 -1.741
H -4.499 5.638 0.725
C -1.360 -0.235 3.433
O -1.666 -0.652 2.110
C -2.100 -1.921 1.932
C -2.171 -2.865 2.939
C -2.642 -4.139 2.639
Br -2.743 -5.420 4.042
C -3.023 -4.490 1.372
C -2.936 -3.542 0.344
C -2.492 -2.254 0.619
O -2.449 -1.234 -0.277
C -3.352 -3.956 -1.006
N -4.394 -4.704 -1.261
C -4.376 -4.870 -2.636
C -5.237 -5.590 -3.465
C -4.957 -5.616 -4.818
C -3.845 -4.943 -5.350
C -2.987 -4.216 -4.546
C -3.283 -4.190 -3.187
N -2.651 -3.585 -2.123
H -2.234 -0.342 4.081
H -1.080 0.812 3.363
H -0.520 -0.802 3.841
H -1.872 -2.622 3.947
H -3.390 -5.478 1.138
H -2.720 -1.536 -1.156
H -6.088 -6.113 -3.049
H -5.604 -6.171 -5.487
H -3.656 -4.996 -6.415
H -2.126 -3.694 -4.943
H -1.659 -3.275 -2.151
C 1.579 -1.086 1.808
N 2.841 -1.204 1.101
C 3.982 -0.805 1.912
C 2.828 -0.712 -0.206
N 1.875 0.045 -0.595
N 3.913 -1.099 -0.971
C 4.039 -0.532 -2.299
C 4.510 -2.413 -0.807
H 1.644 -1.682 2.722
H 0.777 -1.476 1.185
H 1.343 -0.052 2.086
H 3.860 0.217 2.296
H 4.893 -0.847 1.318
H 4.086 -1.491 2.756
H 1.896 0.161 -1.604
H 3.263 -0.898 -2.982
H 5.017 -0.800 -2.699
H 3.984 0.556 -2.245
H 4.058 -2.919 0.040
H 5.590 -2.337 -0.643
H 4.338 -3.023 -1.700
F 2.161 -6.550 -6.667
C 1.780 -5.619 -5.777
C 2.232 -4.318 -5.887
F 3.057 -3.991 -6.895
C 1.833 -3.366 -4.966
F 2.312 -2.125 -5.140
C 0.980 -3.650 -3.901
Se 0.461 -2.330 -2.641
C 0.551 -4.976 -3.826
F -0.265 -5.367 -2.836
C 0.931 -5.946 -4.736
F 0.489 -7.207 -4.619
C -1.113 4.935 3.968
C -0.057 5.051 2.895
O 1.106 4.246 3.230
P 1.161 2.721 2.671
O 1.308 1.854 4.054
C 2.227 2.237 5.081
C 1.462 2.510 6.358
O 2.748 2.670 2.269
C 3.173 3.515 1.190
C 4.176 2.752 0.357
H -1.964 5.569 3.712
H -0.722 5.232 4.945
H -1.486 3.911 4.020
H 0.317 6.071 2.802
H -0.449 4.733 1.929
H 2.791 3.118 4.772
H 2.934 1.414 5.211
H 0.774 3.342 6.207
H 2.147 2.763 7.170
H 0.883 1.634 6.654
H 3.613 4.417 1.625
H 2.314 3.821 0.585
H 5.033 2.445 0.962
H 4.532 3.379 -0.461
H 3.708 1.859 -0.065
```

* frontier orbital gap: 4.930 eV
* E_HOMO: -0.0651 Eh
* relative energy (zero: lowest compared OMol25 entry of this formula, charge and spin): 0.000 eV
* charge: -2
* LUMO level: 3.2 eV